[1]
ORCA calculation (the ωB97M-V functional and the def2-TZVPD basis) on C20H25N5O3S2 as an isolated structure in a non-equilibrium geometry.

Last column: Mulliken charge in e.
Atoms and positions in Å:
C -4.1244 -3.9418 -2.6635  -0.890
H -3.7528 -4.5736 -3.4963  0.368
O -3.3435 -2.7602 -2.6631  -0.287
C -3.0884 -1.8811 -3.6101  0.912
C -3.7060 -1.9331 -4.8155  0.053
C -3.3601 -1.2743 -5.7842  -0.830
C -2.5517 -0.2555 -5.5012  -0.294
C -1.8970 0.1436 -4.5361  -0.923
C -2.1130 -0.7042 -3.4078  0.536
N -1.5917 -0.4748 -2.1898  -0.089
C -1.4122 0.7636 -1.7231  -0.818
H -1.6905 1.6415 -2.4686  0.423
C -2.7775 1.0979 -0.4914  -1.474
N -2.2975 -0.1009 0.4534  0.178
C -1.9426 0.3489 1.7152  0.618
O -1.6092 -0.7166 2.6751  -0.774
C -2.1582 1.6829 2.3475  -0.929
H -1.8858 1.6174 3.4239  0.397
H -2.9642 2.1285 1.8572  0.522
S -0.6962 2.6743 1.6031  -0.206
C 0.6605 1.8011 1.4640  0.238
N 0.7628 0.4387 0.9545  0.600
N 1.8509 -0.1605 0.8826  -1.131
C 2.7661 0.4024 1.6690  0.373
N 4.0881 0.1578 1.4693  -0.143
C 5.0693 0.3773 2.2555  0.126
O 5.9437 -0.2400 2.3199  -0.435
C 5.1664 1.6140 3.0046  -0.534
H 4.6877 2.4190 2.6728  1.053
C 6.3497 1.9519 3.8668  -0.888
H 6.9174 2.9544 3.4403  0.255
H 7.1652 1.3485 3.6770  0.357
C 5.7124 1.9475 5.1643  -0.684
H 6.0636 1.3783 6.0036  0.263
H 5.5982 3.0056 5.7181  0.207
C 4.5183 1.3839 4.4005  0.009
H 3.5471 2.2854 4.5892  0.148
H 4.1355 0.2424 4.8860  0.206
H 4.0680 -0.9005 1.1911  0.287
S 2.3356 1.9977 2.2640  -0.160
C -2.3926 -1.5143 0.0668  -0.496
C -1.1223 -1.6538 -0.9901  -1.672
H -1.1844 -2.4384 -1.4655  0.876
H -0.3251 -1.1615 -0.6140  0.661
H -1.8377 -1.9681 0.8123  0.478
H -3.4093 -1.6846 -0.4356  0.310
H -2.8213 1.9304 -0.1079  1.072
H -3.8288 0.6688 -0.9311  0.144
H -0.5580 1.1425 -1.3478  0.441
H -1.1317 0.8394 -4.2873  0.687
H -2.2812 0.4978 -6.6037  0.004
H -3.7684 -1.4592 -6.9221  0.201
H -4.3161 -2.9657 -5.1920  0.093
H -4.2232 -4.4095 -1.6420  0.261
H -5.2439 -3.7112 -2.9575  0.300

Summary:
- lowest unoccupied orbital energy (eV) = -0.686
- orbital gap (eV) = 6.141
- electronic energy (eV) = -56388.5927
- E_HOMO (Eh) = -0.2509

***

[2]
ORCA calculation (the ωB97M-V functional and the def2-TZVPD basis) on the molecule C20H25NO3.

Last column: Mulliken charge in e.
Atoms and positions in Å:
C -5.2651 -0.8401 1.2432  -0.958
C -5.4153 -0.5799 -0.2516  -0.294
O -4.8269 0.6465 -0.6491  -0.552
C -3.4922 0.8680 -0.4623  0.295
C -3.1480 2.1909 -0.1999  -0.522
C -1.8378 2.5834 -0.0228  -0.904
C -0.8189 1.6484 -0.1151  -0.483
C 0.6218 2.0748 0.0875  -0.404
C 1.1205 2.8890 -1.1053  -1.473
N 1.5075 0.9473 0.2916  -0.026
C 1.7524 0.4130 1.5043  0.610
O 1.2787 0.8399 2.5336  -0.700
C 2.6806 -0.8070 1.4618  -1.040
C 3.7988 -0.6292 0.4803  0.349
C 3.7706 -1.2475 -0.7648  -0.074
C 4.7889 -1.0401 -1.6795  -0.694
C 5.8471 -0.2069 -1.3621  -0.415
C 5.8839 0.4151 -0.1247  -0.641
C 4.8671 0.2065 0.7885  -0.270
C -1.1470 0.3320 -0.3953  0.178
C -2.4613 -0.0842 -0.5687  0.710
O -2.8046 -1.3790 -0.8702  -0.482
C -1.8605 -2.4157 -0.7030  -0.489
C -1.5282 -2.6953 0.7603  -0.981
H -4.2159 -0.9559 1.5046  0.208
H -5.6714 -0.0066 1.8118  0.298
H -5.7981 -1.7476 1.5137  0.367
H -5.0059 -1.4150 -0.8273  0.199
H -6.4711 -0.4546 -0.5088  0.396
H -3.9531 2.9050 -0.1277  0.433
H -1.6110 3.6135 0.2051  0.470
H 0.6718 2.6788 1.0019  0.487
H 0.5038 3.7724 -1.2400  0.428
H 2.1512 3.1991 -0.9474  0.376
H 1.0660 2.2918 -2.0138  0.409
H 1.9337 0.5377 -0.5255  0.370
H 2.0705 -1.6755 1.2000  0.294
H 3.0643 -0.9534 2.4723  0.351
H 2.9506 -1.9070 -1.0176  0.377
H 4.7554 -1.5313 -2.6412  0.384
H 6.6418 -0.0448 -2.0748  0.382
H 6.7089 1.0645 0.1287  0.390
H 4.8945 0.6931 1.7525  0.432
H -0.3493 -0.3881 -0.4793  0.518
H -2.3490 -3.2888 -1.1457  0.380
H -0.9495 -2.2107 -1.2801  0.330
H -2.4325 -2.9684 1.2988  0.306
H -0.8219 -3.5190 0.8238  0.409
H -1.0957 -1.8192 1.2389  0.271

Summary:
- lowest unoccupied orbital energy (eV) = 0.609
- SMILES string = CCOc1ccc([C@H](C)NC(=O)Cc2ccccc2)cc1OCC
- orbital gap (eV) = 8.619
- electronic energy (eV) = -28778.5782
- E_HOMO (Eh) = -0.2944

***

[3]
ORCA calculation (the ωB97M-V functional and the def2-TZVPD basis) on the molecule C20H25NO4 in a non-equilibrium geometry.

Last column: Mulliken charge in e.
Atoms and positions in Å:
C -7.4205 -0.8380 -1.3206  -1.020
C -7.0634 -1.7922 -0.2510  -0.233
O -5.8894 -1.4294 0.4982  -0.352
C -4.6822 -1.9858 0.0521  -0.042
O -4.5917 -2.9590 -0.6285  -0.577
C -3.3823 -1.3126 0.5196  0.726
C -2.4424 -2.2268 1.3574  -1.088
C -1.2196 -1.4428 1.9070  -0.746
N -0.5179 -1.0247 0.6937  0.223
C 0.7924 -0.3528 0.9978  -1.124
C 1.7253 0.0440 -0.1633  1.095
C 1.7703 -0.6308 -1.3510  -0.567
C 2.6494 -0.3224 -2.4155  -0.174
O 2.5316 -1.0085 -3.3752  -0.573
O 3.6615 0.5975 -2.2148  -0.447
C 3.8204 1.1077 -0.9315  -0.103
C 4.9332 1.8476 -0.6581  0.946
C 5.9644 2.0872 -1.7385  -1.755
C 5.1249 2.4301 0.6498  1.319
C 6.3711 3.0398 1.1794  -1.613
C 4.1209 2.3324 1.6326  -1.138
C 2.9976 1.6375 1.3092  -0.964
C 2.8893 0.8551 0.1403  0.400
C -1.3044 -0.1480 -0.2455  -0.806
C -2.7156 -0.7660 -0.6759  -1.207
H -6.8244 0.0626 -1.3266  0.280
H -8.5286 -0.6489 -1.1586  0.287
H -7.2242 -1.2955 -2.2826  0.308
H -6.9793 -2.7440 -0.7584  0.259
H -7.8934 -1.8557 0.4509  0.378
H -3.5981 -0.4830 1.1632  0.202
H -3.0009 -2.6266 2.1227  0.599
H -2.1633 -3.0824 0.7808  0.386
H -1.5362 -0.5718 2.4602  0.479
H -0.7488 -2.2066 2.5844  0.335
H 1.3766 -1.0801 1.6007  0.408
H 0.6511 0.5936 1.6355  0.385
H 0.9809 -1.3109 -1.4390  0.809
H 6.8825 1.8664 -1.2759  0.445
H 5.9866 3.1364 -2.2123  0.240
H 5.8512 1.2871 -2.4923  0.366
H 6.2858 4.1469 1.4273  0.292
H 6.6623 2.4701 2.1839  0.285
H 7.2160 3.0223 0.5358  0.418
H 4.3116 2.8244 2.5565  0.481
H 2.3354 1.5680 2.0884  0.395
H -0.8496 0.0231 -1.2365  0.487
H -1.4326 0.7984 0.2623  0.415
H -3.3529 -0.0848 -1.2111  0.488
H -2.5310 -1.5480 -1.4271  0.390

Summary:
- lowest unoccupied orbital energy (eV) = -0.003
- SMILES string = CCOC(=O)C1CCN(Cc2cc(=O)oc3c(C)c(C)ccc23)CC1
- orbital gap (eV) = 8.405
- electronic energy (eV) = -30823.7745
- E_HOMO (Eh) = -0.3090

***

[4]
ORCA calculation (the ωB97M-V functional and the def2-TZVPD basis) on C20H26BF2NNbO as an isolated structure in a non-equilibrium geometry.

Last column: Mulliken charge in e.
Atoms and positions in Å:
C -2.6733 1.8488 2.0555  -0.881
C -3.5371 1.1875 0.8214  0.517
C -4.5906 2.1415 0.0036  -0.378
C -5.4677 1.4569 -1.2236  -0.373
C -5.2500 -0.1303 -1.5980  -0.366
C -4.1750 -1.1080 -0.7716  -0.670
C -3.3073 -0.4079 0.4753  0.960
C -2.3002 -1.4079 1.2963  -1.231
Nb -0.1023 -1.2674 0.7141  -0.734
B 0.3457 -2.6666 2.5171  0.518
N 0.6390 -4.1651 2.3692  -0.674
O 0.3255 -2.1219 3.9184  -0.589
H -3.2337 1.7761 3.1043  0.252
H -1.6179 1.3351 2.2144  0.010
H -2.5116 2.9989 1.7978  0.254
H -4.6900 3.2643 0.3273  0.246
H -6.2562 2.1352 -1.7927  0.233
H -5.9352 -0.5543 -2.4787  0.226
H -4.0759 -2.2577 -1.0580  0.217
H -2.3654 -1.1363 2.4539  0.276
H -2.6299 -2.5426 1.1292  0.350
H -0.1752 -2.7649 -0.3223  -0.016
H -0.4117 -0.2241 -0.7307  0.103
H 0.2076 0.1810 1.8087  0.128
H 1.6908 -1.1896 0.2897  0.021
H 0.1319 -4.5984 3.1978  0.184
H 0.0262 -4.4531 1.5479  0.239
H -0.4586 -2.6304 4.3320  0.238
F 1.3614 -1.1414 -2.7464  -0.247
C 2.2360 -1.8718 -3.4508  0.216
C 2.0638 -3.2489 -3.5380  -0.319
C 2.9714 -4.0091 -4.2756  -0.313
C 4.0482 -3.3843 -4.9094  -0.464
C 4.2153 -2.0021 -4.8118  -0.313
C 3.3014 -1.2410 -4.0835  -0.421
H 1.2262 -3.7178 -3.0320  0.407
H 2.8412 -5.0855 -4.3563  0.344
H 4.7583 -3.9782 -5.4809  0.332
H 5.0565 -1.5186 -5.3026  0.339
H 3.4111 -0.1644 -4.0047  0.407
F 1.7175 1.8581 0.4384  -0.247
C 1.8952 2.9483 1.1963  0.136
C 3.0322 3.0520 1.9901  -0.434
C 3.2201 4.1893 2.7755  -0.325
C 2.2625 5.2064 2.7665  -0.419
C 1.1221 5.0908 1.9703  -0.425
C 0.9400 3.9585 1.1766  -0.251
H 3.7611 2.2481 1.9905  0.422
H 4.1095 4.2834 3.3936  0.345
H 2.4073 6.0913 3.3827  0.339
H 0.3761 5.8819 1.9681  0.347
H 0.0638 3.8563 0.5449  0.484

Summary:
- charge = -1
- lowest unoccupied orbital energy (eV) = 2.251
- orbital gap (eV) = 6.596
- electronic energy (eV) = -32347.3387
- E_HOMO (Eh) = -0.1597